{"formula": "C10H16", "method": "wB97M-V/def2-TZVPD", "charge": 0, "lumo_energy_ev": 1.0, "smiles": "Cc1ccccc1.CCC", "relative_energy_kj_mol": 206.98, "homo_lumo_gap_ev": 10.143, "symbols": ["C", "C", "C", "C", "C", "C", "C", "H", "H", "H", "H", "H", "H", "H", "H", "C", "C", "C", "H", "H", "H", "H", "H", "H", "H", "H"], "positions_angstrom": [[-0.838, -0.744, -2.266], [0.525, -0.330, -1.626], [1.219, 0.853, -1.904], [2.376, 1.081, -1.111], [2.694, 0.429, 0.067], [1.928, -0.705, 0.266], [1.002, -1.123, -0.653], [-1.357, -1.556, -1.785], [-0.442, -1.036, -3.273], [-1.534, 0.157, -2.312], [1.176, 1.413, -2.850], [3.027, 1.915, -1.355], [3.261, 0.786, 0.779], [2.103, -1.340, 1.086], [0.461, -2.111, -0.488], [-0.907, 1.352, 1.808], [-1.859, 0.348, 1.107], [-1.633, -1.038, 1.630], [0.098, 1.254, 1.253], [-0.800, 1.055, 2.912], [-1.097, 2.402, 1.958], [-2.933, 0.594, 1.401], [-2.042, 0.572, 0.064], [-1.715, -1.199, 2.739], [-2.213, -1.820, 1.024], [-0.500, -1.209, 1.527]]}



{"formula": "C10H16", "method": "wB97M-V/def2-TZVPD", "charge": 0, "lumo_energy_ev": 1.0, "smiles": "Cc1ccccc1.CCC", "relative_energy_kj_mol": 38.79, "homo_lumo_gap_ev": 10.058, "symbols": ["C", "C", "C", "C", "C", "C", "C", "H", "H", "H", "H", "H", "H", "H", "H", "C", "C", "C", "H", "H", "H", "H", "H", "H", "H", "H"], "positions_angstrom": [[2.226, -0.624, -1.848], [1.147, -1.168, -0.958], [-0.049, -1.588, -1.538], [-1.128, -1.933, -0.744], [-1.030, -1.932, 0.651], [0.173, -1.559, 1.219], [1.250, -1.195, 0.424], [3.048, -1.311, -2.086], [2.707, 0.292, -1.474], [1.787, -0.290, -2.787], [-0.132, -1.712, -2.609], [-2.132, -2.045, -1.136], [-1.880, -2.164, 1.283], [0.216, -1.423, 2.293], [2.197, -0.964, 0.902], [-0.648, 2.385, 2.057], [-0.890, 2.192, 0.563], [-1.063, 3.543, -0.134], [0.372, 2.751, 2.195], [-0.649, 1.425, 2.584], [-1.362, 3.076, 2.494], [-0.094, 1.652, 0.062], [-1.785, 1.603, 0.384], [-0.509, 4.373, 0.315], [-0.721, 3.507, -1.175], [-2.094, 3.882, -0.159]]}



{"formula": "C10H16", "method": "wB97M-V/def2-TZVPD", "charge": 0, "lumo_energy_ev": 1.0, "smiles": "CCc1ccccc1.CC", "relative_energy_kj_mol": 50.38, "homo_lumo_gap_ev": 9.911, "symbols": ["C", "C", "C", "C", "C", "C", "C", "C", "H", "H", "H", "H", "H", "H", "H", "H", "H", "H", "C", "C", "H", "H", "H", "H", "H", "H"], "positions_angstrom": [[0.687, 0.788, -2.750], [-0.018, -0.339, -2.026], [-0.817, 0.000, -0.803], [-0.878, 1.275, -0.249], [-1.688, 1.555, 0.843], [-2.465, 0.574, 1.423], [-2.410, -0.718, 0.901], [-1.578, -0.985, -0.168], [0.742, 0.604, -3.824], [1.708, 1.019, -2.457], [0.097, 1.704, -2.729], [-0.598, -1.002, -2.666], [0.770, -1.027, -1.681], [-0.182, 2.030, -0.608], [-1.768, 2.580, 1.192], [-3.167, 0.777, 2.222], [-3.055, -1.486, 1.297], [-1.746, -1.899, -0.716], [3.733, -0.417, 0.907], [3.245, -1.448, 1.933], [2.986, -0.340, 0.115], [3.836, 0.572, 1.356], [4.655, -0.727, 0.421], [2.173, -1.341, 2.128], [3.329, -2.438, 1.476], [3.780, -1.399, 2.874]]}



{"formula": "C10H16", "method": "wB97M-V/def2-TZVPD", "charge": 0, "lumo_energy_ev": 0.9, "smiles": "Cc1ccccc1.CCC", "relative_energy_kj_mol": 204.82, "homo_lumo_gap_ev": 9.859, "symbols": ["C", "C", "C", "C", "C", "C", "C", "H", "H", "H", "H", "H", "H", "H", "H", "C", "C", "C", "H", "H", "H", "H", "H", "H", "H", "H"], "positions_angstrom": [[-0.430, 1.318, -2.857], [-1.008, 0.085, -2.223], [-0.288, -0.805, -1.433], [-0.849, -2.120, -1.199], [-1.981, -2.570, -1.895], [-2.757, -1.541, -2.454], [-2.361, -0.249, -2.682], [-0.375, 2.244, -2.215], [-0.817, 1.688, -3.768], [0.659, 1.032, -3.023], [0.739, -0.745, -0.977], [-0.360, -2.835, -0.511], [-2.377, -3.604, -1.737], [-3.804, -1.923, -2.639], [-2.828, 0.429, -3.304], [1.106, -0.104, 3.343], [2.322, 0.645, 3.007], [1.977, 2.046, 2.500], [0.544, 0.230, 4.263], [0.262, 0.030, 2.659], [1.243, -1.226, 3.492], [2.919, 0.070, 2.196], [2.940, 0.615, 3.948], [1.090, 1.933, 2.029], [2.757, 2.609, 2.093], [1.677, 2.748, 3.387]]}



{"formula": "C10H16", "method": "wB97M-V/def2-TZVPD", "charge": 1, "lumo_energy_ev": [-4.4, -8.5], "relative_energy_kj_mol": 248.68, "multiplicity": 2, "homo_lumo_gap_ev": [8.953, 4.874], "symbols": ["C", "C", "C", "H", "H", "H", "H", "H", "H", "H", "H", "C", "C", "C", "C", "C", "C", "C", "H", "H", "H", "H", "H", "H", "H", "H"], "positions_angstrom": [[-2.776, 0.657, 0.502], [-2.849, -0.546, -0.377], [-1.951, 0.680, 1.837], [-3.788, 1.119, 0.620], [-2.316, 1.527, -0.247], [-3.023, -0.195, -1.422], [-1.865, -1.008, -0.301], [-2.495, 1.507, 2.500], [-3.499, -1.448, -0.078], [-1.052, 1.145, 1.509], [-1.860, -0.191, 2.302], [2.015, 1.634, -1.792], [2.115, -0.922, -1.429], [1.854, 0.393, -0.832], [2.031, -2.055, -0.618], [1.754, -1.915, 0.760], [1.504, 0.488, 0.551], [1.409, -0.694, 1.315], [2.182, -0.882, -2.480], [2.389, -3.061, -1.050], [2.991, 1.561, -2.084], [2.049, 2.664, -1.468], [1.676, -2.812, 1.280], [1.475, 1.350, 1.149], [0.904, -0.728, 2.276], [1.126, 1.731, -2.425]]}



{"formula": "C10H16", "method": "wB97M-V/def2-TZVPD", "charge": 1, "lumo_energy_ev": [-4.4, -8.3], "relative_energy_kj_mol": 88.73, "multiplicity": 2, "homo_lumo_gap_ev": [9.483, 5.523], "symbols": ["C", "C", "C", "H", "H", "H", "H", "H", "H", "H", "H", "C", "C", "C", "C", "C", "C", "C", "H", "H", "H", "H", "H", "H", "H", "H"], "positions_angstrom": [[-0.575, -3.304, -0.974], [0.241, -2.686, -2.143], [-1.824, -2.374, -0.827], [-0.855, -4.315, -1.269], [0.032, -3.129, -0.087], [0.351, -1.620, -1.984], [-1.439, -1.340, -0.655], [-0.457, -2.690, -2.998], [1.097, -3.259, -2.480], [-2.402, -2.539, -1.737], [-2.508, -2.458, 0.008], [-1.170, 2.992, 1.932], [0.877, 0.822, -0.410], [2.119, 1.000, 0.138], [-0.145, 1.482, 0.199], [0.034, 2.348, 1.333], [2.411, 1.884, 1.228], [1.337, 2.580, 1.769], [0.734, 0.125, -1.224], [3.028, 0.559, -0.294], [-1.237, 1.392, 0.024], [3.383, 2.046, 1.682], [-1.109, 3.264, 2.978], [-1.911, 2.166, 1.925], [1.405, 3.244, 2.612], [-1.419, 3.810, 1.255]]}



{"formula": "C10H16AgBrN3O2", "method": "wB97M-V/def2-TZVPD", "charge": 1, "lumo_energy_ev": [-4.3, -4.2], "relative_energy_kj_mol": 302.63, "homo_lumo_gap_ev": [7.310, 7.414], "symbols": ["Ag", "Br", "C", "C", "C", "C", "C", "N", "H", "H", "H", "H", "C", "N", "C", "N", "O", "H", "H", "H", "H", "H", "H", "C", "C", "C", "O", "H", "H", "H", "H", "H", "H"], "positions_angstrom": [[0.306, 0.179, -0.883], [0.359, -2.656, -2.022], [-1.052, -2.580, -1.231], [-1.599, -3.934, -1.135], [-2.929, -3.838, 0.043], [-3.466, -2.786, 0.348], [-3.119, -1.685, -0.407], [-1.567, -1.343, -0.546], [-1.179, -4.679, -1.535], [-3.356, -4.857, -0.083], [-4.348, -2.918, 0.667], [-3.120, -0.641, 0.431], [-2.592, 3.740, -0.553], [-1.189, 4.323, -0.127], [-0.423, 3.404, -0.675], [0.873, 3.362, -0.214], [-0.675, 1.988, -0.913], [-2.906, 4.932, -0.826], [-2.679, 3.598, 0.769], [-2.811, 3.174, -1.424], [-1.088, 5.452, 0.234], [1.262, 4.269, 0.629], [1.850, 2.977, -0.425], [2.762, -1.333, 1.677], [3.226, -0.599, 0.620], [4.650, -0.588, 0.355], [2.367, 0.427, 0.135], [3.380, -1.963, 2.300], [2.533, -2.487, 1.396], [1.474, -0.982, 2.256], [4.764, -1.922, 0.634], [5.152, 0.265, 1.185], [5.141, -0.301, -0.680]]}



{"formula": "C10H16BBrF4N4O2Re", "method": "wB97M-V/def2-TZVPD", "charge": 2, "lumo_energy_ev": [-9.3, -8.9], "relative_energy_kj_mol": 67.69, "multiplicity": 2, "homo_lumo_gap_ev": [6.958, 7.331], "symbols": ["Re", "N", "C", "C", "N", "C", "C", "N", "H", "H", "H", "H", "H", "H", "H", "H", "H", "H", "H", "H", "H", "Br", "C", "C", "C", "C", "C", "N", "C", "O", "O", "H", "H", "H", "F", "B", "F", "F", "F"], "positions_angstrom": [[-0.388, -0.563, -0.127], [-1.682, -1.490, 1.372], [-2.361, -0.527, 2.273], [-1.376, 0.588, 2.590], [-0.683, 1.086, 1.356], [-1.386, 2.228, 0.706], [-2.475, 1.722, -0.219], [-1.871, 0.691, -1.118], [-2.343, -2.160, 0.982], [-1.023, -2.046, 1.921], [-2.668, -1.007, 3.203], [-3.262, -0.163, 1.786], [-0.616, 0.199, 3.262], [-1.880, 1.410, 3.098], [0.227, 1.438, 1.657], [-0.654, 2.790, 0.127], [-1.807, 2.902, 1.452], [-2.883, 2.554, -0.792], [-3.296, 1.269, 0.329], [-1.437, 1.170, -1.908], [-2.619, 0.128, -1.528], [2.060, 2.178, -0.423], [2.203, 0.725, -1.601], [3.316, 0.639, -2.419], [3.387, -0.390, -3.343], [2.343, -1.305, -3.424], [1.289, -1.159, -2.555], [1.199, -0.167, -1.647], [0.120, -2.135, -2.560], [0.007, -2.969, -3.399], [-0.692, -1.931, -1.531], [4.098, 1.378, -2.328], [4.242, -0.477, -4.001], [2.341, -2.121, -4.133], [2.478, 0.262, 2.193], [2.428, -0.759, 3.045], [0.956, -1.500, 0.786], [3.478, -1.450, 3.363], [1.230, -1.036, 3.556]]}



{"formula": "C10H16BCl3F4OTi", "method": "wB97M-V/def2-TZVPD", "charge": -2, "lumo_energy_ev": 5.3, "homo_lumo_gap_ev": 5.414, "symbols": ["C", "C", "C", "C", "C", "C", "C", "C", "C", "C", "Ti", "Cl", "Cl", "Cl", "H", "H", "H", "H", "H", "H", "H", "H", "H", "H", "H", "H", "H", "H", "H", "O", "H", "F", "B", "F", "F", "F"], "positions_angstrom": [[0.955, -0.495, -2.059], [1.928, -1.093, -1.191], [2.350, -0.081, -0.232], [2.639, -2.390, -1.436], [1.726, 1.133, -0.572], [0.756, 0.898, -1.671], [0.315, 2.002, -2.576], [0.450, -1.145, -3.282], [3.421, -0.287, 0.763], [2.177, 2.495, -0.191], [-0.917, 0.310, -0.018], [0.070, -1.864, 0.512], [-2.201, -0.709, -2.019], [-0.048, 1.584, 1.678], [1.985, -3.128, -1.950], [3.017, -2.852, -0.504], [3.470, -2.079, -2.087], [3.428, -1.271, 1.271], [3.355, 0.475, 1.537], [4.382, -0.169, 0.263], [2.646, 2.522, 0.788], [1.374, 3.228, -0.228], [2.931, 2.806, -0.916], [0.097, 2.893, -1.982], [-0.585, 1.734, -3.150], [1.143, 2.262, -3.258], [0.221, -2.223, -3.152], [1.235, -1.039, -4.034], [-0.452, -0.644, -3.655], [-1.983, 1.528, -0.621], [-2.275, 1.254, -1.517], [-2.447, -0.101, 1.029], [-3.104, -0.329, 2.696], [-4.229, -0.997, 2.344], [-2.032, -1.055, 3.088], [-3.241, 0.955, 3.126]]}